C46H74O32S4 | ωB97M-V/def2-TZVPD

Its molar mass is 1267.33 g mol⁻¹. Its relative energy (zero: lowest compared OMol25 entry of this formula, charge and spin) is 0.0000 eV. As for the HOMO-LUMO gap: 6.7 eV. The total charge is -2.

The geometry in XYZ format:
```
156
Properties=species:S:1:pos:R:3:forces:R:3
C 0.2451 -1.2117 1.1657 0.02 -2.48 -5.51
C 0.3786 0.0939 1.5292 -1.34 -0.05 2.32
C 0.1902 1.2323 0.5434 -0.46 2.50 -0.99
O 0.1487 2.4610 0.9009 0.37 -1.04 0.92
C -0.0375 0.9723 -0.8058 0.00 -2.37 0.14
C 0.0060 -0.3586 -1.3728 0.34 2.21 0.73
C 0.1362 -1.5917 -0.2974 0.30 2.84 1.09
O 0.1414 -2.6945 -0.7991 -0.18 -1.80 -0.09
O -0.0124 -0.4378 -2.6171 -0.20 -1.67 0.65
O 0.3862 0.2842 2.7721 0.56 1.73 0.41
H 0.3331 -2.0419 1.8508 0.01 0.19 0.25
H -0.2191 1.7851 -1.4933 0.10 0.16 0.02
C -3.6341 4.3261 1.5651 0.08 0.07 0.37
C -3.4332 3.3993 2.7764 0.51 0.17 -0.64
C -2.0043 3.0591 3.2639 -0.55 0.33 -1.25
O -1.9762 3.4401 4.6541 -0.50 0.19 -0.47
C -3.1729 3.9777 5.0121 -0.65 -0.10 -0.67
O -3.4597 4.4261 6.0795 0.50 -0.30 -0.32
O -4.0725 3.9297 3.9709 0.82 -0.37 -0.27
H -4.7152 4.3542 1.4290 -0.05 0.65 0.04
H -3.2762 3.9445 0.6088 0.34 -0.65 0.28
H -3.1601 5.3052 1.6345 -0.34 0.17 0.40
H -3.8946 2.4907 2.3896 -0.45 -0.31 0.96
H -1.2649 3.5751 2.6513 0.20 0.30 0.45
H -1.8045 2.0102 3.0448 0.24 -0.18 0.88
C 2.7193 -4.5312 0.6912 -0.54 1.04 0.60
C 2.0407 -4.4397 2.0792 -0.66 -0.12 -2.27
C 0.5628 -4.9807 1.9746 1.87 0.58 0.59
O 0.7302 -6.2871 2.5499 -2.20 0.55 -0.95
C 1.8751 -6.4040 3.1369 2.74 -3.84 2.99
O 2.2130 -7.4537 3.7388 -0.78 3.84 -1.88
O 2.6340 -5.2797 3.0339 -0.17 -1.04 0.59
H 2.7669 -5.5208 0.2368 0.09 -0.12 0.43
H 3.6835 -4.0233 0.6656 0.14 -0.26 0.15
H 2.0392 -3.9273 0.0905 0.07 0.09 -0.43
H 2.0166 -3.4093 2.4339 0.30 -0.11 0.05
H 0.1843 -5.0726 0.9566 0.00 0.13 0.25
H -0.0020 -4.2901 2.6008 -0.78 -0.63 0.02
C 1.1119 -6.3256 -3.7648 -0.71 1.00 -1.45
C 0.8837 -5.9171 -2.3290 1.10 -0.02 -0.81
C -0.4670 -6.1064 -1.7199 -1.70 0.55 -0.06
O -0.2916 -7.1292 -0.7422 -2.66 0.74 0.62
C 0.9505 -7.4351 -0.6134 3.15 -5.22 0.15
O 1.3922 -8.4242 0.0174 -1.30 3.82 -1.33
O 1.6629 -6.8057 -1.5627 1.71 -0.07 1.25
H 2.0026 -5.8557 -4.1817 0.62 -0.60 0.52
H 0.4087 -5.8240 -4.4296 -0.75 0.04 0.17
H 1.0357 -7.3832 -4.0173 0.21 -0.03 0.48
H 1.2873 -4.9111 -2.2149 -0.26 0.16 0.30
H -1.2309 -6.4019 -2.4390 0.12 -0.49 -0.07
H -0.9006 -5.2268 -1.2441 0.47 0.18 0.20
C -3.1342 -3.4583 -1.9858 -0.17 -0.27 0.59
C -3.7947 -2.3174 -2.7298 1.75 -0.58 0.66
C -2.8315 -1.6637 -3.7177 -1.12 0.59 -0.10
O -3.7049 -1.4730 -4.8853 -0.47 -0.70 0.43
C -4.8940 -2.1128 -4.6701 -2.87 0.07 -2.24
O -5.8857 -2.1043 -5.4467 4.15 -0.04 2.96
O -4.8808 -2.7652 -3.4674 -1.09 0.43 -1.79
H -2.2973 -3.0188 -1.4432 0.11 -0.34 0.24
H -2.7542 -4.2933 -2.5744 0.23 0.55 -0.89
H -3.8036 -4.0280 -1.3413 -0.25 0.68 0.54
H -4.0845 -1.4885 -2.0839 -0.51 -0.44 0.52
H -1.9157 -2.2241 -3.9056 -0.21 0.09 -0.46
H -2.6168 -0.6802 -3.2996 0.58 -0.03 -0.52
C -3.7881 -0.0304 0.6587 0.80 -0.90 -1.14
C -3.3031 -1.4360 1.0883 -1.30 1.58 0.75
C -2.8118 -1.4970 2.5609 0.52 0.23 -1.01
O -3.6171 -2.4910 3.1215 -1.16 -1.69 0.28
C -4.6101 -2.9297 2.2463 2.31 1.86 0.51
O -5.4006 -3.7565 2.4624 -1.42 -1.65 0.90
O -4.5352 -2.2417 1.1207 0.94 0.64 -0.81
H -4.0424 -0.1844 -0.3900 -0.87 0.20 -0.02
H -3.0149 0.7260 0.5237 0.42 -0.08 0.78
H -4.6280 0.3212 1.2578 0.08 -0.09 -0.08
H -2.6698 -1.8947 0.3290 0.30 0.14 0.42
H -2.9172 -0.5992 3.1699 -0.39 0.40 -0.45
H -1.7432 -1.7078 2.6026 -0.10 -0.49 0.02
C 2.5817 2.8418 -2.5784 0.42 1.60 -0.60
C 3.5192 4.0270 -2.2816 -2.06 0.36 -1.32
C 3.7712 4.2966 -0.8464 0.26 -0.16 0.92
O 5.1976 4.1630 -0.7482 0.83 -0.62 -0.52
C 5.7025 3.7063 -1.9674 2.41 -1.55 0.20
O 6.8134 3.2097 -2.1897 -3.15 2.04 1.27
O 4.7557 3.8070 -2.8967 1.07 -0.35 -0.13
H 1.6405 3.0306 -2.0621 0.06 -0.56 0.24
H 3.0770 1.8925 -2.3744 -0.33 0.02 0.33
H 2.3840 2.9192 -3.6475 -0.12 -0.40 -0.09
H 3.1742 4.9664 -2.7136 -0.58 -0.19 -0.35
H 3.2023 3.5982 -0.2327 0.58 -0.51 0.25
H 3.4153 5.2667 -0.4994 0.55 0.27 -0.23
C -2.6716 0.4479 5.8787 0.61 -0.42 1.74
C -1.1074 0.2966 6.1685 -2.09 -0.19 -3.33
C -0.3819 1.5730 6.4283 0.37 1.28 -0.28
O 0.2423 1.3915 7.6683 0.68 -1.60 1.57
C 0.1179 0.0996 8.0369 1.36 -1.76 4.55
O 0.6882 -0.4038 9.0681 -2.70 2.11 -5.04
O -0.8030 -0.5433 7.2359 1.14 0.09 2.19
H -3.0530 1.2114 5.2007 0.89 -0.04 -0.36
H -3.1190 0.7408 6.8285 -0.08 0.03 0.28
H -3.1569 -0.4963 5.6318 0.35 -0.14 -0.16
H -0.6527 -0.1810 5.3006 -0.14 0.08 -0.28
H -1.0085 2.4578 6.5412 0.11 -0.12 -0.45
H 0.4445 1.6808 5.7257 -0.41 0.51 -0.43
C 1.4650 5.8960 1.8207 0.51 0.15 0.52
C 1.5075 5.0051 3.0614 -0.10 -1.11 -2.33
C 2.1911 3.6427 2.8329 0.36 0.44 0.41
O 3.3389 3.7743 3.6739 1.45 -1.49 0.59
C 3.3174 4.8660 4.4311 3.03 0.27 0.74
O 4.1430 5.2311 5.2573 -1.49 -1.29 -1.27
O 2.3754 5.6356 3.9953 -3.39 2.11 0.38
H 2.4925 5.9982 1.4715 0.05 0.06 -0.20
H 1.1433 6.8891 2.1341 -0.17 0.04 -0.16
H 0.8389 5.5236 1.0098 -0.07 -0.20 0.22
H 0.4834 4.7083 3.2879 -0.05 0.96 1.37
H 2.5103 3.5159 1.7985 -0.04 -0.25 0.18
H 1.6316 2.7836 3.2029 -0.18 0.05 -0.43
C -1.7459 4.0594 -2.7388 -0.20 0.08 -0.77
S -3.5483 4.0875 -2.4176 -1.80 -0.65 -1.75
O -4.3030 4.5624 -3.6660 1.41 -0.30 1.43
C -3.8759 2.2608 -2.2994 0.74 0.27 1.31
H -1.5532 4.9144 -3.3868 -0.22 0.19 0.06
H -1.4449 3.1861 -3.3174 0.01 -0.16 0.33
H -1.1645 4.1997 -1.8276 -0.23 -0.36 0.14
H -3.0592 2.0125 -1.6215 0.33 -0.62 -0.10
H -3.9066 1.5928 -3.1602 0.46 0.71 -0.52
H -4.7597 2.0026 -1.7160 -0.32 0.77 -0.07
C 2.6544 -2.6101 -4.7909 0.95 0.17 0.25
S 3.8928 -3.5258 -3.7900 1.87 1.25 0.76
O 5.3145 -3.1852 -4.2732 -2.14 -0.60 -0.01
C 3.7631 -2.5120 -2.2567 -1.00 0.02 0.07
H 3.0970 -1.6250 -4.9386 -0.09 0.06 -0.17
H 1.7063 -2.4990 -4.2647 0.01 -0.24 0.05
H 2.5724 -3.1414 -5.7391 -0.12 0.08 0.07
H 2.7184 -2.2615 -2.0725 -0.30 -0.14 -0.12
H 4.2824 -1.5571 -2.3374 0.36 -0.27 -0.42
H 4.0904 -3.0331 -1.3570 0.39 -0.20 -0.41
C -2.0930 3.3863 -6.4097 -0.06 -0.18 0.46
S -1.9087 1.5685 -6.6127 2.07 0.91 -1.22
O -1.4023 1.4519 -8.0478 -0.59 -0.18 1.46
C -0.4004 1.3130 -5.4890 -1.02 0.65 -0.10
H -2.7867 3.7552 -7.1652 0.00 -0.34 -0.05
H -1.1398 3.9010 -6.5304 0.11 -0.28 -0.09
H -2.5154 3.6283 -5.4345 -0.08 -0.08 0.06
H 0.3222 2.1269 -5.4298 -0.11 0.26 -0.79
H 0.0981 0.4055 -5.8294 -0.31 -0.04 0.24
H -0.7779 1.2729 -4.4672 -0.07 -0.77 0.04
C 5.4966 1.1493 0.4875 0.55 -0.07 0.23
S 5.3753 -0.3270 1.5544 -0.47 -0.20 -0.72
O 5.8012 -1.4996 0.6856 -0.80 1.09 0.77
C 3.5003 -0.2466 1.6293 0.74 -0.01 -0.09
H 5.2030 2.0488 1.0287 -0.72 -0.17 -0.04
H 4.9528 0.9036 -0.4247 -0.22 0.34 0.05
H 6.5249 1.3941 0.2215 0.19 -0.64 -0.01
H 3.1224 -0.3115 0.6089 0.00 -0.36 0.01
H 3.1210 0.6852 2.0487 0.48 0.25 0.08
H 3.1060 -1.0191 2.2896 0.21 -0.25 -0.31
```
Forces are in eV/Å.

C6H8O2 | ωB97M-V/def2-TZVPD

Its molar mass is 112.13 g mol⁻¹. Its relative energy (zero: lowest compared OMol25 entry of this formula, charge and spin) is 9.2616 eV. As for the SMILES: C1[C@@H]2O[C@@H]3C[C@H]3O[C@@H]12. As for the HOMO-LUMO gap: 9.4 eV.

The geometry in XYZ format:
```
16
Properties=species:S:1:pos:R:3:forces:R:3
C -1.0857 1.9865 0.7922 -0.02 0.45 2.72
C -0.7223 0.4788 1.0742 0.76 0.48 -2.94
C 0.1514 -1.2780 0.1004 -1.20 -1.55 4.96
C 1.0075 -2.0011 -0.9022 1.30 -0.06 0.73
C 0.8802 -0.5174 -0.8088 4.13 0.27 0.17
C -0.1469 1.2430 -0.1403 1.66 -0.99 1.03
H -2.2042 2.1408 0.9562 1.69 -0.03 -1.00
H -0.4379 2.7083 1.3302 -0.85 0.11 -0.63
H -1.6635 0.1431 0.6884 -0.44 -1.10 -0.18
H -0.9162 -1.5178 -0.2666 1.74 0.91 0.88
H 0.2558 -2.4781 -1.4131 -0.69 -1.80 -1.82
H 2.0292 -2.3891 -0.8638 -0.55 0.07 0.12
H 1.9097 0.0349 -0.7383 -1.48 -1.65 1.04
H 0.8843 1.8001 -0.0222 -1.93 -1.40 0.03
O 0.0391 -0.6791 1.4826 0.30 -0.25 -0.02
O 0.0196 0.3252 -1.2689 -4.43 6.55 -5.10
```
Forces are in eV/Å.

C4H6N2O2 | ωB97M-V/def2-TZVPD

Its molar mass is 114.10 g mol⁻¹. Its relative energy (zero: lowest compared OMol25 entry of this formula, charge and spin) is 3.0940 eV. As for the HOMO-LUMO gap: 8.3 eV.

The geometry in XYZ format:
```
14
Properties=species:S:1:pos:R:3:forces:R:3
C -1.4756 -1.1037 0.3520 -0.39 -0.80 -0.49
C 0.9449 -0.3735 -0.6726 -0.58 -1.59 -0.03
C 0.0904 0.6922 -0.0731 -0.04 0.03 1.17
N 2.0042 -0.7769 0.0866 -0.10 0.57 -0.50
N 0.6908 1.9143 0.1567 -0.16 0.03 -0.56
C -1.1268 0.2930 0.3710 -0.03 0.66 -0.73
O 0.5550 -0.9587 -1.6687 0.73 0.49 0.01
O -2.7400 -1.2742 -0.0452 0.25 0.45 0.66
H -2.9736 -2.2061 0.0641 0.24 0.12 -0.12
H 2.0175 -0.4679 1.0411 0.25 -0.09 0.11
H 2.4636 -1.6321 -0.1855 -0.08 0.05 0.14
H 0.0734 2.6471 0.4756 0.08 0.01 -0.05
H 1.3508 2.2144 -0.5541 -0.19 0.01 0.25
H -1.8746 1.0322 0.6522 0.03 0.06 0.15
```
Forces are in eV/Å.

C28H34AuClN8O | ωB97M-V/def2-TZVPD

Its molar mass is 731.05 g mol⁻¹. As for the HOMO-LUMO gap (alpha / beta): 5.2 / 4.7 eV. The total charge is +2.

The geometry in XYZ format:
```
73
Properties=species:S:1:pos:R:3:forces:R:3
Au -0.1788 -0.3060 -0.2498 -0.55 -2.63 0.46
Cl -5.4733 -3.0080 4.1775 -0.13 -0.13 0.23
C -4.4986 -2.2742 2.9822 0.68 0.08 -0.29
C -5.0899 -1.4125 2.0359 0.28 -0.38 0.28
C -4.3235 -0.8568 1.0591 0.73 0.27 -0.43
C -2.9155 -1.0974 0.9458 -0.63 -0.85 2.07
O -2.3197 -0.6337 -0.0723 1.83 0.95 -2.07
C -2.3018 -1.8977 1.9847 -0.26 0.33 -0.74
C -0.9037 -2.1214 2.1440 -0.41 0.05 -0.14
N 0.0778 -1.5464 1.5242 -1.03 1.33 -0.94
C 1.4124 -1.7437 1.8607 1.49 -0.26 0.41
C 1.8517 -2.2714 3.0644 -0.52 0.24 -0.48
C 3.2119 -2.4515 3.3312 0.42 0.04 -0.18
C 4.1635 -2.0829 2.4191 -0.22 -0.06 0.13
C 3.7742 -1.5275 1.1840 -0.38 0.01 -0.09
C 4.7042 -1.1709 0.1848 -0.22 0.12 -0.25
C 4.2574 -0.6953 -1.0221 0.08 -0.16 0.30
C 2.8791 -0.5413 -1.2053 -0.03 0.10 -0.35
N 1.9971 -0.8451 -0.2828 -1.11 0.62 -0.42
C 2.3912 -1.3521 0.9031 0.35 -0.45 0.91
C -3.1372 -2.5050 2.9398 -0.81 0.01 0.36
H -6.1482 -1.2074 2.0880 -0.09 0.00 -0.01
H -4.7611 -0.2229 0.3045 -0.06 0.08 -0.08
H -0.6721 -2.8549 2.9196 0.18 0.09 -0.16
H 1.1442 -2.5413 3.8321 -0.09 -0.03 0.07
H 3.5069 -2.8987 4.2664 0.02 0.02 0.14
H 5.2127 -2.2188 2.6235 0.15 -0.04 0.04
H 5.7589 -1.2918 0.3807 0.11 -0.02 0.00
H 4.9342 -0.4462 -1.8248 0.01 0.04 -0.01
H 2.4800 -0.1781 -2.1406 -0.05 0.15 -0.10
H -2.6997 -3.1478 3.6892 0.04 -0.06 0.10
C 1.9177 4.4971 0.4440 -0.09 0.14 -0.33
N 1.6231 3.3828 1.3223 -0.02 -0.35 0.25
C 1.8750 3.6215 2.7392 0.13 0.13 0.25
C 1.1556 2.4674 3.4410 0.19 -0.06 0.15
N 0.3824 1.8519 2.3755 0.19 0.08 0.17
C -0.9165 1.3145 2.6919 -0.08 -0.05 -0.03
C 0.6817 2.4088 1.1678 -0.04 0.08 -0.56
N 0.1282 1.9399 0.0846 -0.11 0.21 0.34
C 0.3982 2.4507 -1.2331 -0.10 0.40 -0.10
C -0.5477 1.8134 -2.2473 0.07 0.69 0.08
N -0.3697 0.3791 -2.3159 0.57 0.14 1.57
C -0.9500 -0.3347 -3.2548 -0.30 -0.82 -0.58
N -1.6681 0.0821 -4.3347 0.03 -0.19 0.52
C -1.7367 1.3682 -4.9927 0.06 0.56 -0.01
C -2.0120 -1.0488 -5.1868 0.00 -0.37 -0.25
C -1.7186 -2.2530 -4.3066 -0.31 -0.13 -0.20
N -0.8535 -1.6863 -3.2921 -0.08 0.18 -0.23
C -0.3390 -2.5754 -2.2928 0.13 -0.08 0.27
H 2.7200 5.0764 0.8970 -0.01 -0.05 -0.01
H 1.0488 5.1537 0.3299 0.09 0.01 -0.01
H 2.2604 4.1754 -0.5349 0.00 0.00 0.02
H 1.4836 4.6036 3.0292 0.00 -0.12 0.02
H 2.9507 3.6125 2.9297 -0.11 0.05 0.02
H 0.5029 2.8113 4.2469 0.05 -0.02 -0.06
H 1.8601 1.7360 3.8515 -0.06 0.15 0.07
H -1.5453 2.0776 3.1572 -0.07 0.00 0.03
H -0.8084 0.4814 3.3830 -0.07 -0.07 0.07
H -1.3991 0.9711 1.7823 -0.09 0.04 0.07
H 1.4364 2.2509 -1.5249 0.03 0.07 -0.15
H 0.2187 3.5300 -1.2668 0.12 -0.09 -0.23
H -0.3273 2.2775 -3.2084 -0.07 -0.04 0.01
H -1.5766 2.0460 -1.9545 -0.01 0.11 -0.06
H -2.1819 2.1316 -4.3602 0.02 0.00 -0.03
H -2.3785 1.2491 -5.8640 0.00 0.02 0.08
H -0.7592 1.7020 -5.3507 -0.02 -0.01 0.01
H -1.3911 -1.0416 -6.0900 -0.03 0.01 0.08
H -3.0600 -0.9873 -5.4847 0.11 0.00 0.01
H -1.2080 -3.0588 -4.8364 -0.06 0.08 0.02
H -2.6275 -2.6609 -3.8491 0.05 0.03 -0.03
H -0.1749 -3.5454 -2.7605 0.04 0.04 0.01
H -1.0404 -2.7096 -1.4640 -0.01 -0.06 0.04
H 0.6123 -2.2132 -1.9140 0.06 -0.12 -0.02
```
Forces are in eV/Å.

C6H8N2OS | ωB97M-V/def2-TZVPD

Its molar mass is 156.21 g mol⁻¹. Its relative energy (zero: lowest compared OMol25 entry of this formula, charge and spin) is 5.7869 eV. As for the HOMO-LUMO gap (alpha / beta): 7.9 / 8.2 eV.

The geometry in XYZ format:
```
18
Properties=species:S:1:pos:R:3:forces:R:3
C -2.4157 0.2106 -1.0905 -0.55 0.92 -1.95
C -3.4045 -0.5907 -0.6080 -2.55 -2.72 -0.47
C -1.7186 0.5995 0.0455 1.65 1.05 0.48
C 2.4853 0.3234 -0.0053 3.58 -1.58 -1.68
C 1.5578 0.6673 0.8060 -4.42 1.49 2.74
C 3.3842 -0.9552 0.1120 -3.70 -0.01 -0.73
N -2.1994 0.0760 1.1300 1.20 0.30 1.22
N -3.1977 -0.6891 0.7391 -3.01 -1.96 0.84
O 1.0582 2.5274 -0.9783 -0.50 0.23 0.07
S 0.4805 2.1048 0.3162 0.14 -1.50 -0.18
H -2.4076 0.6114 -2.1103 0.47 -0.39 0.58
H -4.2719 -1.2506 -1.1321 2.37 1.97 1.36
H 2.7860 1.0161 -0.8178 -0.69 -0.51 0.32
H 1.1075 0.2658 1.7809 1.12 -0.05 -1.67
H 4.3491 -0.6230 0.3389 1.64 0.06 0.29
H 2.9138 -1.5712 0.9392 0.96 0.37 -1.08
H 3.3255 -1.4867 -0.9104 0.29 0.65 1.76
H -3.8326 -1.2359 1.4450 2.00 1.68 -1.90
```
Forces are in eV/Å.